(1)
ORCA calculation (wB97M-V/def2-TZVPD) on a 3-piece molecular cluster, C52H57N3O12PS overall at a distorted geometry.

Properties
Net charge   +1
HOMO-LUMO gap   0.23727 Ha
Spin multiplicity   1
Max |F|   0.0928 hartree/bohr
LUMO energy   -4.267 eV
Highest occupied orbital energy   -10.723 eV

Last column: Löwdin charge in e.
Cartesian coordinates (Å):
C 6.804 -3.036 0.056  0.069
C 6.572 -2.232 -0.961  -0.109
N 5.755 -1.022 -0.921  -0.002
C 4.321 -1.284 -1.102  -0.140
O 3.855 -2.299 -0.236  -0.051
C 2.628 -2.858 -0.592  -0.192
C 1.626 -2.090 -1.154  0.005
C 0.412 -2.624 -1.525  -0.271
C -0.693 -1.761 -2.109  -0.029
C 0.188 -3.969 -1.365  -0.024
C 1.181 -4.733 -0.796  -0.020
C 2.385 -4.215 -0.389  -0.119
C 3.411 -5.144 0.269  -0.323
C 2.771 -6.442 0.844  -0.079
C 4.173 -4.484 1.452  -0.090
C 6.052 -0.226 0.163  -0.287
N 7.010 0.656 0.073  0.200
C 7.812 0.886 -1.126  -0.117
O 9.018 0.151 -1.079  0.035
C 9.981 0.775 -0.336  -0.496
C 11.333 0.081 -0.333  0.040
O 9.786 1.775 0.315  0.106
N 5.346 -0.327 1.405  -0.049
C 4.641 1.019 1.611  -0.236
O 3.482 0.873 2.334  -0.076
C 2.316 0.958 1.501  -0.127
C 2.041 2.438 1.142  -0.187
O 1.151 2.629 0.074  -0.122
C -0.177 2.939 0.476  -0.165
C -0.831 4.085 -0.362  -0.202
O -0.229 4.333 -1.604  -0.131
C -0.448 3.262 -2.513  -0.277
C -0.644 3.725 -3.951  -0.067
P 6.372 -0.724 2.753  0.190
O 6.557 0.549 3.726  -0.181
O 7.856 -1.222 2.282  -0.193
S 5.583 -2.168 3.736  0.413
H 7.479 -3.875 -0.099  0.100
H 6.365 -2.949 1.048  0.020
H 7.059 -2.450 -1.912  0.125
H 4.189 -1.636 -2.136  0.163
H 3.760 -0.353 -0.948  0.121
H 1.733 -1.019 -1.322  0.114
H -0.786 -0.895 -1.444  0.074
H -0.496 -1.467 -3.143  0.087
H -1.643 -2.299 -2.020  0.068
H -0.772 -4.387 -1.660  0.115
H 0.955 -5.788 -0.690  0.110
H 4.102 -5.483 -0.520  0.142
H 1.989 -6.132 1.553  0.096
H 3.540 -6.992 1.390  0.076
H 2.278 -7.049 0.081  0.068
H 4.960 -3.852 1.041  -0.001
H 3.477 -3.809 1.964  0.085
H 4.587 -5.235 2.126  0.083
H 7.231 1.262 0.859  0.164
H 7.972 1.961 -1.246  0.155
H 7.292 0.564 -2.030  0.153
H 11.954 0.415 -1.169  0.103
H 11.824 0.347 0.605  0.096
H 11.200 -1.005 -0.369  0.094
H 4.441 1.426 0.606  0.127
H 5.290 1.760 2.102  0.134
H 2.408 0.341 0.599  0.106
H 1.496 0.566 2.112  0.143
H 1.759 2.958 2.067  0.135
H 2.999 2.889 0.825  0.123
H -0.779 2.022 0.333  0.121
H -0.287 3.205 1.535  0.124
H -0.757 4.997 0.237  0.091
H -1.911 3.868 -0.434  0.132
H -1.348 2.709 -2.200  0.119
H 0.387 2.548 -2.461  0.114
H 0.294 3.969 -4.462  0.074
H -1.068 2.870 -4.498  0.078
H -1.368 4.538 -4.054  0.079
H 7.274 0.351 4.350  0.101
H 8.399 -0.422 2.151  0.073
C -9.303 7.423 2.440  -0.053
C -9.573 7.494 1.076  -0.053
C -8.538 7.428 0.158  0.000
C -7.226 7.303 0.599  -0.084
C -6.954 7.255 1.969  -0.084
C -7.997 7.304 2.885  0.000
C -5.552 7.169 2.462  -0.278
O -5.312 7.123 3.651  0.107
C -4.447 7.149 1.464  -0.081
C -3.129 7.127 1.905  0.001
C -2.094 7.094 0.987  -0.077
C -2.367 7.075 -0.379  -0.069
C -3.678 7.104 -0.822  0.005
C -4.722 7.150 0.096  -0.079
C -6.126 7.215 -0.398  -0.277
O -6.364 7.202 -1.587  0.109
H -10.114 7.465 3.155  0.109
H -10.593 7.599 0.731  0.109
H -8.749 7.478 -0.901  0.122
H -7.788 7.254 3.945  0.121
H -2.914 7.138 2.965  0.121
H -1.068 7.081 1.334  0.108
H -1.556 7.042 -1.096  0.112
H -3.892 7.096 -1.883  0.122
C -5.612 -8.933 -1.888  -0.054
C -6.942 -8.992 -1.484  -0.051
C -7.563 -7.867 -0.969  0.002
C -6.853 -6.679 -0.844  -0.082
C -5.511 -6.626 -1.228  -0.084
C -4.898 -7.754 -1.759  -0.003
C -4.722 -5.377 -1.057  -0.274
O -3.555 -5.327 -1.394  0.089
C -5.389 -4.190 -0.456  -0.081
C -4.654 -3.031 -0.236  -0.006
C -5.266 -1.916 0.310  -0.059
C -6.619 -1.948 0.631  -0.054
C -7.355 -3.102 0.419  0.003
C -6.742 -4.228 -0.116  -0.079
C -7.538 -5.472 -0.306  -0.276
O -8.717 -5.502 -0.023  0.114
H -5.131 -9.812 -2.298  0.109
H -7.495 -9.919 -1.574  0.110
H -8.599 -7.912 -0.660  0.123
H -3.862 -7.710 -2.069  0.119
H -3.602 -3.003 -0.488  0.105
H -4.689 -1.016 0.485  0.105
H -7.098 -1.073 1.051  0.109
H -8.406 -3.129 0.673  0.123

Atomic forces in eV per Å
C 0.12 -0.07 0.45
C 0.95 -0.04 -0.83
N -0.67 -0.37 1.07
C -0.61 -0.62 -0.10
O 0.18 0.28 -0.23
C -0.29 -0.03 -0.27
C 0.25 1.05 -0.11
C -1.04 0.14 -0.74
C 0.22 -0.11 0.95
C -0.22 0.08 -0.03
C -0.84 -0.74 -0.21
C 1.37 -0.57 0.81
C 0.02 -0.79 0.46
C -0.37 0.95 -0.13
C -0.36 0.36 -1.10
C -0.06 -0.61 0.72
N 0.28 0.20 -0.74
C -0.14 0.25 -1.00
O 0.09 0.66 0.28
C 1.46 0.09 0.67
C -0.62 -0.29 0.13
O -0.80 -0.50 -0.43
N 1.58 1.98 -0.82
C -0.68 0.66 -0.02
O 0.31 0.09 -0.54
C -0.88 0.29 0.25
C 1.09 -0.06 0.01
O -0.11 0.33 0.84
C -1.24 -0.72 -0.77
C 0.56 0.10 0.97
O -0.36 -0.19 -0.06
C -0.21 -0.28 -0.25
C -0.07 -0.49 -0.21
P -1.14 -3.71 2.77
O 0.64 0.53 -1.72
O -0.70 2.09 -0.37
S 0.06 0.29 -0.45
H -0.19 0.10 0.01
H 0.32 0.23 -0.28
H -0.33 0.35 0.00
H 0.07 0.32 0.11
H 0.27 -0.03 -0.13
H 0.22 -0.12 0.11
H -0.05 0.25 -0.47
H -0.12 0.06 0.18
H 0.17 0.08 -0.36
H 0.21 -0.11 0.09
H 0.27 0.13 0.16
H 0.12 0.29 0.23
H 0.19 -0.23 -0.01
H -0.21 -0.17 -0.25
H 0.35 -0.17 0.16
H -0.39 -0.42 0.48
H 0.23 -0.27 0.26
H -0.05 0.17 -0.01
H -0.03 -0.15 0.01
H 0.23 -0.21 0.43
H -0.18 -0.31 0.47
H -0.22 -0.07 0.05
H -0.03 0.04 -0.23
H 0.10 0.21 -0.20
H 0.02 -0.29 0.14
H 0.01 -0.45 0.13
H 0.08 0.01 0.13
H 0.17 -0.08 -0.22
H -0.18 0.01 -0.25
H -0.22 -0.08 0.09
H 0.16 0.21 0.07
H 0.41 -0.03 -0.12
H 0.17 -0.01 -0.37
H 0.24 -0.01 -0.21
H 0.10 0.13 -0.06
H -0.07 0.15 0.05
H -0.16 0.23 0.25
H 0.13 0.19 0.07
H 0.24 -0.01 0.20
H -0.25 0.07 0.18
H 0.45 -0.44 -0.14
C 0.01 0.00 -0.07
C 0.05 -0.02 0.06
C -0.18 0.01 -0.03
C 0.07 0.01 0.15
C 0.01 0.00 -0.16
C -0.16 0.02 0.09
C 0.01 0.00 0.37
O 0.03 -0.02 -0.04
C -0.05 0.01 -0.15
C 0.22 -0.02 0.04
C -0.10 0.04 -0.07
C -0.04 0.08 0.07
C 0.18 -0.01 -0.09
C 0.02 -0.01 0.14
C -0.14 0.01 -0.35
O 0.04 -0.01 0.03
H 0.01 0.00 -0.01
H 0.01 -0.01 0.00
H 0.14 -0.03 -0.01
H 0.13 0.01 -0.04
H -0.15 0.00 0.01
H -0.01 0.04 0.00
H -0.01 -0.02 0.01
H -0.14 0.02 0.05
C -0.05 0.02 0.03
C 0.07 0.04 -0.02
C -0.07 -0.17 -0.03
C 0.16 0.03 -0.02
C -0.12 0.03 0.05
C 0.04 -0.16 -0.05
C 0.31 0.00 -0.10
O 0.05 0.04 0.00
C -0.11 -0.02 0.04
C 0.05 0.18 0.04
C -0.05 -0.03 -0.01
C 0.06 -0.02 -0.02
C -0.04 0.17 0.08
C 0.14 -0.01 -0.04
C -0.37 -0.05 0.08
O 0.04 0.02 0.00
H -0.01 0.01 0.01
H 0.00 0.02 -0.01
H 0.02 0.14 0.01
H -0.01 0.12 0.05
H -0.03 -0.13 -0.04
H -0.01 -0.01 -0.01
H 0.00 -0.02 -0.01
H 0.01 -0.14 -0.04

(2)
ORCA calculation (wB97M-V/def2-TZVPD) on C52H58N3O3V as an isolated structure at a distorted geometry.

Properties
Net charge   0
HOMO-LUMO gap (alpha / beta)   0.24268 / 0.23336 Ha
Spin multiplicity   3
Max |F|   0.0904 hartree/bohr
LUMO energy (alpha / beta)   -0.123 / -0.248 eV
Highest occupied orbital energy (alpha / beta)   -6.726 / -6.598 eV
<S²>   2.10

Last column: Löwdin charge in e.
Cartesian coordinates (Å):
V -0.643 -0.358 0.182  0.944
C -3.556 -2.597 1.234  -0.032
C -2.047 -2.818 1.409  -0.364
C -1.737 -3.389 2.793  -0.054
C -1.519 -3.691 0.294  -0.130
C -1.627 -5.072 0.379  -0.034
C -1.156 -5.888 -0.631  -0.064
C -0.532 -5.327 -1.728  -0.037
C -0.407 -3.951 -1.851  -0.146
C 0.388 -3.374 -2.996  -0.361
C -0.202 -3.717 -4.367  -0.042
C 1.832 -3.870 -2.873  -0.052
C -0.935 -3.116 -0.853  -0.155
N -0.889 -1.725 -0.953  -0.071
C -1.687 -1.050 -1.801  -0.195
C -1.626 0.373 -1.858  -0.200
N -0.837 1.035 -1.004  -0.048
C -1.046 2.394 -0.747  -0.162
C -2.238 2.791 -0.106  -0.134
C -2.425 4.138 0.162  -0.037
C -1.474 5.079 -0.184  -0.067
C -0.292 4.680 -0.779  -0.033
C -0.061 3.343 -1.067  -0.134
C 1.261 2.855 -1.616  -0.367
C 2.174 2.590 -0.414  -0.053
C 1.937 3.826 -2.582  -0.066
C -3.257 1.795 0.409  -0.366
C -3.103 1.662 1.930  -0.039
C -4.685 2.182 0.025  -0.048
C -2.597 0.844 -2.828  -0.075
C -2.957 2.062 -3.366  0.007
C -3.965 2.084 -4.347  -0.070
C -4.622 0.954 -4.776  -0.018
C -4.285 -0.311 -4.238  -0.163
C -4.878 -1.566 -4.517  -0.021
C -4.430 -2.699 -3.879  -0.068
C -3.373 -2.690 -2.955  -0.005
C -2.762 -1.488 -2.668  -0.079
C -3.260 -0.317 -3.296  -0.081
H -3.950 -2.020 2.071  0.081
H -4.075 -3.554 1.190  0.088
H -3.767 -2.067 0.303  0.076
H -1.552 -1.822 1.340  0.080
H -2.369 -4.244 3.016  0.076
H -1.910 -2.637 3.560  0.081
H -0.695 -3.695 2.857  0.089
H -2.077 -5.519 1.252  0.110
H -1.254 -6.958 -0.551  0.103
H -0.132 -5.965 -2.503  0.112
H 0.394 -2.284 -2.898  0.106
H -0.314 -4.791 -4.511  0.076
H 0.452 -3.336 -5.149  0.079
H -1.178 -3.249 -4.479  0.066
H 1.896 -4.946 -3.015  0.077
H 2.224 -3.636 -1.886  0.076
H 2.458 -3.388 -3.617  0.069
H -3.319 4.462 0.670  0.108
H -1.641 6.122 0.039  0.103
H 0.459 5.421 -1.005  0.107
H 1.080 1.907 -2.132  0.111
H 2.305 3.515 0.145  0.086
H 3.153 2.242 -0.734  0.084
H 1.724 1.838 0.237  0.064
H 2.260 4.730 -2.073  0.070
H 1.274 4.109 -3.395  0.083
H 2.825 3.369 -3.016  0.072
H -3.069 0.805 -0.029  0.111
H -3.267 2.618 2.426  0.085
H -2.097 1.313 2.178  0.067
H -3.824 0.941 2.314  0.078
H -4.983 3.127 0.471  0.072
H -5.384 1.418 0.361  0.081
H -4.771 2.270 -1.056  0.075
H -2.484 2.985 -3.061  0.114
H -4.237 3.041 -4.776  0.103
H -5.402 1.025 -5.522  0.110
H -5.690 -1.620 -5.227  0.108
H -4.906 -3.645 -4.094  0.103
H -3.064 -3.607 -2.478  0.110
C 4.663 4.565 4.168  -0.053
C 4.272 3.313 4.903  -0.230
C 4.297 3.331 6.291  -0.062
C 3.887 2.234 7.028  -0.086
C 3.438 1.107 6.374  -0.028
C 3.418 1.058 4.981  -0.194
N 2.854 -0.097 4.420  0.101
C 3.150 -0.630 3.192  -0.220
C 4.476 -0.871 2.811  -0.026
C 4.759 -1.443 1.589  -0.069
C 3.738 -1.800 0.719  -0.082
C 2.419 -1.574 1.071  -0.035
C 2.119 -0.987 2.297  -0.067
C 0.727 -0.566 2.633  -0.510
O 0.269 -0.626 3.770  0.088
O 0.078 -0.048 1.650  -0.137
C 3.849 2.162 4.226  -0.143
C 3.818 2.137 2.722  -0.020
H 4.873 5.364 4.876  0.073
H 3.861 4.911 3.516  0.081
H 5.550 4.401 3.559  0.086
H 4.620 4.226 6.804  0.104
H 3.903 2.265 8.107  0.101
H 3.087 0.245 6.921  0.112
H 1.907 -0.306 4.733  0.125
H 5.270 -0.605 3.493  0.126
H 5.786 -1.637 1.315  0.107
H 3.980 -2.269 -0.223  0.099
H 1.603 -1.860 0.405  0.101
H 4.641 1.541 2.323  0.086
H 3.905 3.139 2.318  0.063
H 2.891 1.700 2.352  0.077
C 2.458 -0.389 -3.037  -0.137
O 1.679 -0.517 -1.871  -0.151
H 3.224 -1.172 -3.099  0.076
H 2.946 0.588 -3.105  0.075
H 1.784 -0.499 -3.885  0.090
H 2.232 -0.337 -1.099  0.051

Atomic forces in eV per Å
V -2.77 -0.23 -2.77
C 0.22 0.20 -0.07
C -0.18 -0.04 0.07
C 0.10 0.30 -0.09
C 0.23 0.29 -0.23
C 0.02 0.05 0.03
C -0.01 -0.02 -0.01
C -0.15 0.07 0.01
C 0.03 0.44 0.05
C 0.08 0.00 -0.21
C 0.03 0.17 0.18
C -0.17 0.25 -0.04
C -0.09 -1.37 0.14
N 0.88 -2.10 -0.55
C -0.35 1.61 -0.80
C -0.14 -1.33 -0.35
N 1.01 1.35 -0.80
C -0.34 1.20 0.18
C 0.32 -0.14 -0.08
C 0.01 0.09 -0.05
C 0.04 0.04 0.06
C 0.01 -0.02 -0.05
C -0.11 -0.41 -0.15
C 0.10 0.11 -0.02
C -0.19 -0.19 -0.25
C -0.14 -0.13 0.07
C -0.13 -0.01 0.12
C 0.10 -0.18 -0.26
C 0.14 -0.15 -0.08
C -0.81 0.24 -0.51
C 0.45 -0.44 0.45
C -0.43 -0.05 -0.41
C 0.00 0.21 0.01
C 0.44 0.02 0.41
C -0.02 -0.22 -0.06
C -0.48 0.10 -0.45
C 0.56 0.51 0.47
C -0.87 -0.31 -0.35
C -0.11 -0.04 -0.15
H -0.09 0.06 0.02
H 0.02 -0.06 0.06
H -0.03 0.04 -0.02
H -0.42 -0.65 0.34
H -0.06 -0.13 0.00
H -0.04 0.07 0.05
H 0.09 -0.07 0.06
H -0.07 -0.04 0.10
H -0.01 -0.16 0.01
H 0.05 -0.07 -0.07
H 0.01 -0.19 0.05
H 0.02 -0.09 0.01
H 0.02 0.01 -0.12
H -0.07 -0.04 -0.09
H 0.01 -0.16 -0.04
H 0.12 0.03 0.14
H 0.16 0.03 -0.16
H -0.15 0.04 0.06
H -0.02 0.10 0.01
H 0.10 0.05 -0.08
H 0.01 0.11 0.08
H 0.05 0.05 0.17
H 0.20 -0.10 -0.02
H 0.07 0.03 0.11
H 0.05 0.17 0.06
H -0.09 0.05 -0.10
H 0.09 -0.07 -0.03
H -0.05 0.22 0.04
H -0.01 0.06 0.04
H -0.08 0.07 0.15
H -0.05 -0.06 0.11
H -0.04 0.09 0.07
H -0.08 -0.07 0.05
H -0.07 0.03 -0.10
H 0.01 0.03 0.05
H -0.02 0.00 -0.01
H -0.05 0.05 -0.04
H -0.10 -0.07 -0.07
H -0.06 -0.06 -0.06
H 0.03 -0.13 0.00
C -0.02 -0.07 0.01
C 0.02 -0.02 0.21
C -0.02 0.02 0.05
C -0.07 0.00 0.01
C 0.04 0.01 -0.09
C 0.25 0.35 0.29
N -0.53 -0.09 0.22
C 0.01 -0.56 -0.39
C -0.11 -0.02 -0.04
C -0.04 0.08 0.11
C -0.14 -0.19 -0.30
C -0.02 0.01 0.14
C 0.04 0.17 0.25
C 1.05 -0.55 2.38
O 0.12 0.00 -0.88
O 1.59 1.37 4.14
C -0.03 -0.13 0.01
C 0.00 0.12 0.07
H 0.07 0.02 0.02
H 0.01 0.02 -0.06
H 0.08 0.07 -0.13
H 0.05 0.08 0.02
H 0.00 0.00 0.08
H 0.02 -0.08 0.07
H 0.27 0.13 -0.11
H 0.06 0.03 0.10
H 0.09 0.01 -0.02
H -0.03 -0.08 -0.12
H 0.23 0.01 0.02
H -0.04 0.09 -0.09
H -0.04 0.05 -0.07
H 0.02 0.03 -0.04
C 0.25 -0.07 -0.19
O 0.10 0.01 0.28
H -0.01 0.08 -0.04
H -0.01 0.04 -0.02
H 0.00 0.01 -0.03
H 0.03 0.00 -0.11